Record 1
82
Properties=species:S:1:pos:R:3:mulliken_charge:R:1 method="wB97M-V/def2-TZVPD" e_tot_ha=-4731.6040 homo_ha=-0.2434 gap_ev=5.88
W -0.586 0.636 0.882 0.971
O 1.612 5.348 4.308 -0.555
C 1.133 4.274 3.640 1.069
C 1.852 3.090 3.508 -0.726
C 1.291 2.063 2.784 0.275
N 0.108 2.194 2.196 0.414
C -0.637 3.277 2.414 0.618
C -0.158 4.353 3.123 -0.857
C -2.062 3.081 1.950 0.121
O -2.908 3.930 2.132 -0.742
O -2.242 1.890 1.464 -0.548
C 1.777 0.639 2.746 0.020
O 2.807 0.288 3.278 -0.725
O 0.881 -0.155 2.217 -0.462
H 2.505 5.168 4.619 0.302
H 2.815 2.937 3.981 0.454
H -0.784 5.217 3.294 0.571
C -1.898 -0.409 -4.809 -0.745
C -2.526 0.899 -4.347 -0.474
N -1.730 1.586 -3.342 -0.089
C -1.699 1.234 -2.049 0.152
S -0.771 2.233 -0.968 -0.683
N -2.400 0.190 -1.666 -1.159
N -2.308 -0.017 -0.319 0.612
C -3.256 -0.665 0.267 1.174
C -4.506 -1.083 -0.436 -2.040
C -3.081 -0.931 1.689 0.401
C -4.102 -1.472 2.459 -1.030
C -3.879 -1.722 3.801 -0.595
C -2.644 -1.422 4.351 -0.989
C -1.689 -0.846 3.536 -0.325
N -1.900 -0.598 2.246 0.663
H -2.530 -0.892 -5.557 0.384
H -1.780 -1.087 -3.964 -0.017
H -0.916 -0.231 -5.251 0.283
H -3.516 0.713 -3.930 0.227
H -2.644 1.582 -5.188 0.432
H -1.149 2.361 -3.609 0.255
H -4.372 -0.982 -1.507 0.390
H -5.330 -0.434 -0.126 0.440
H -4.771 -2.114 -0.197 0.463
H -5.061 -1.695 2.015 0.542
H -4.665 -2.146 4.414 0.435
H -2.426 -1.606 5.393 0.480
H -0.712 -0.562 3.906 0.476
C 4.702 0.387 -2.553 -0.997
Si 3.843 1.637 -1.449 -0.158
C 5.069 2.295 -0.196 -0.975
C 3.201 3.035 -2.523 -1.000
C 2.412 0.920 -0.574 -0.312
C 1.317 0.794 -0.042 0.712
H 5.513 0.875 -3.100 0.366
H 4.013 -0.037 -3.285 0.215
H 5.132 -0.436 -1.979 0.321
H 5.900 2.812 -0.684 0.318
H 5.478 1.485 0.411 0.324
H 4.577 2.997 0.481 0.263
H 4.020 3.637 -2.924 0.356
H 2.539 3.685 -1.946 0.312
H 2.625 2.642 -3.364 0.267
C 0.935 -3.283 2.018 -1.190
C 1.439 -2.724 0.692 -0.781
As 0.044 -1.737 -0.242 0.521
C -1.366 -3.088 -0.403 -0.609
C -0.857 -4.433 -0.912 -1.314
C 0.602 -1.617 -2.118 -0.360
C 1.973 -2.209 -2.410 -1.579
H 1.693 -3.930 2.462 0.459
H 0.026 -3.878 1.895 0.287
H 0.729 -2.475 2.717 0.079
H 1.791 -3.520 0.036 0.630
H 2.255 -2.018 0.845 0.316
H -2.095 -2.669 -1.100 0.397
H -1.857 -3.196 0.567 0.410
H -0.289 -4.316 -1.837 0.222
H -1.687 -5.112 -1.117 0.459
H -0.207 -4.915 -0.182 0.281
H 0.581 -0.552 -2.344 0.422
H -0.171 -2.107 -2.712 0.473
H 2.729 -1.775 -1.758 0.246
H 2.266 -1.999 -3.441 0.463
H 1.982 -3.293 -2.279 0.293


Record 2
68
Properties=species:S:1:pos:R:3:mulliken_charge:R:1 method="wB97M-V/def2-TZVPD" spin_multiplicity=6 total_charge=+1 e_tot_ha=-2945.4707 homo_ha="-0.3636 / -0.3635" gap_ev="6.22 / 6.38"
C 1.407 -1.857 -1.024 -0.461
C 2.274 -1.917 0.097 -0.256
C 1.777 -2.896 1.008 -0.633
H 3.191 -1.344 0.205 0.514
C 0.606 -3.470 0.427 -0.750
C 0.357 -2.815 -0.825 -0.267
H -0.428 -3.047 -1.538 0.555
H 1.553 -1.227 -1.902 0.485
H 2.238 -3.193 1.952 0.520
H 0.022 -4.290 0.847 0.581
Dy 0.015 -1.082 0.956 -0.207
C 0.069 1.228 2.313 -1.425
H -0.418 0.278 2.626 0.358
H -0.721 1.962 2.085 0.453
H 0.634 1.599 3.183 0.572
Si 1.376 1.746 0.893 1.096
C 2.246 3.224 0.089 0.341
C 2.923 2.846 -1.096 -0.017
H 3.364 1.842 -1.182 0.385
C 2.982 3.726 -2.184 -0.856
H 3.411 3.396 -3.135 0.392
C 2.494 5.031 -2.045 -0.493
H 2.518 5.710 -2.904 0.365
C 1.955 5.451 -0.819 -0.542
H 1.631 6.492 -0.716 0.390
C 1.823 4.546 0.250 -0.786
H 1.395 4.859 1.213 0.342
C 2.922 1.066 1.841 0.680
C 4.215 1.525 1.547 -0.592
H 4.381 2.490 1.070 0.427
C 5.338 0.736 1.831 -0.762
H 6.338 1.077 1.550 0.430
C 5.197 -0.484 2.484 -0.565
H 6.061 -1.102 2.705 0.391
C 3.926 -0.912 2.882 -0.905
H 3.811 -1.849 3.418 0.452
C 2.806 -0.110 2.616 -0.369
H 1.851 -0.440 3.044 0.604
H 1.328 0.393 0.127 0.221
H 0.574 2.018 -0.346 -0.667
C -1.787 1.855 -1.410 -1.290
P -1.474 0.050 -1.235 1.453
C -0.860 -0.308 -2.928 -1.481
C -3.191 -0.614 -1.398 0.210
C -4.027 -0.144 -2.408 -0.671
C -5.336 -0.623 -2.532 -0.863
C -5.802 -1.608 -1.660 -0.740
C -4.964 -2.103 -0.654 -0.475
C -3.665 -1.617 -0.504 0.146
P -2.573 -2.250 0.838 1.178
C -3.587 -1.933 2.323 -1.280
C -2.786 -4.059 0.637 -1.461
H -0.838 2.399 -1.466 0.469
H -2.343 2.203 -0.529 0.383
H -2.375 2.061 -2.313 0.455
H -0.891 -1.388 -3.108 0.319
H -1.497 0.195 -3.668 0.517
H 0.173 0.046 -3.043 0.368
H -3.659 0.609 -3.112 0.219
H -5.981 -0.220 -3.308 0.416
H -6.818 -1.997 -1.759 0.399
H -5.335 -2.882 0.024 0.263
H -4.400 -2.667 2.377 0.441
H -2.944 -2.028 3.208 0.446
H -3.997 -0.916 2.281 0.352
H -3.780 -4.347 1.008 0.503
H -2.688 -4.336 -0.423 0.324
H -2.017 -4.583 1.219 0.398


Record 3
59
Properties=species:S:1:pos:R:3:mulliken_charge:R:1 method="wB97M-V/def2-TZVPD" e_tot_ha=-4789.6205 homo_ha=-0.3731 gap_ev=7.97
Na 1.333 -2.102 -1.210 1.352
Na -0.008 -4.140 -2.898 1.121
C 1.065 -0.897 2.553 -0.856
C 0.087 0.304 2.797 -0.467
C -0.269 0.945 1.419 0.122
N -1.117 2.292 1.546 0.378
C -2.554 1.907 2.096 -0.618
C -3.462 3.088 1.965 -0.719
C -3.703 3.491 0.500 -0.675
C -2.375 3.730 -0.196 -0.835
C -1.164 2.815 0.090 -0.304
C -0.493 3.291 2.503 -1.187
H 0.605 -1.847 2.823 0.324
H 1.985 -0.816 3.133 0.314
H 1.318 -1.064 1.506 -0.068
H 0.514 1.005 3.514 0.379
H -0.821 -0.106 3.239 0.387
H -0.827 0.197 0.856 -0.160
H 0.554 1.206 0.754 0.223
H -2.972 1.078 1.524 0.218
H -2.305 1.615 3.116 0.599
H -4.407 2.824 2.438 0.384
H -2.924 3.830 2.555 0.329
H -4.346 2.817 -0.066 0.390
H -4.174 4.473 0.470 0.346
H -2.606 3.672 -1.260 0.357
H -1.965 4.712 0.039 0.427
H -1.246 2.008 -0.638 0.054
H -0.208 3.332 0.006 0.515
H 0.592 3.346 2.414 0.255
H -0.798 2.972 3.500 0.414
H -0.958 4.235 2.218 0.520
N 2.264 -3.837 -2.630 -0.187
S 3.270 -4.034 -3.708 0.821
O 2.942 -4.901 -4.844 -0.643
O 4.664 -3.928 -3.328 -0.541
F 3.089 -2.593 -4.398 -0.285
S 3.000 -4.908 -1.529 1.074
O 3.750 -4.227 -0.406 -0.552
O 3.541 -6.213 -1.916 -0.511
F 1.671 -5.246 -0.671 -0.261
N -0.981 -2.505 -1.473 -0.179
S -2.277 -1.756 -1.706 0.576
O -2.483 -0.531 -0.954 -0.343
O -3.365 -2.500 -2.267 -0.602
F -1.633 -1.115 -3.015 -0.340
S -1.657 -3.218 -0.036 0.996
O -2.282 -4.523 -0.154 -0.541
O -1.889 -2.352 1.114 -0.500
F -0.176 -3.659 0.455 -0.277
N 2.425 -0.038 -1.071 -0.066
S 2.103 1.321 -2.095 0.922
O 2.409 1.086 -3.494 -0.553
O 2.281 2.680 -1.544 -0.552
F 0.532 1.110 -2.165 -0.208
S 3.722 0.508 -0.569 0.762
O 3.692 1.318 0.627 -0.624
O 4.802 0.804 -1.496 -0.601
F 4.233 -0.956 -0.035 -0.304